C30H25N4O3RuS2 | the ωB97M-V functional and the def2-TZVPD basis

## Properties
HOMO-LUMO gap (alpha / beta) = 6.34 / 6.72 eV
DFT total energy = -2494.2237 hartree
LUMO (alpha / beta) = 2.6 / 2.0 eV

Geometry as ORCA input:
```
! RIJCOSX wB97M-V def2-TZVPD def2/J DEFGRID3
* xyz -1 5
Ru -0.245 -0.143 -0.220
C 5.214 -0.589 -0.770
C 5.074 -0.397 0.598
C 3.829 -0.414 1.199
C 2.672 -0.604 0.427
C 2.830 -0.860 -0.947
C 4.078 -0.830 -1.535
N 1.399 -0.532 0.960
N 1.314 -0.575 2.274
C 0.097 -0.432 2.809
C -0.074 -0.688 4.195
C -1.333 -0.689 4.729
C -2.432 -0.390 3.911
C -2.187 -0.061 2.595
N -0.974 -0.071 2.047
H 6.191 -0.551 -1.236
H 5.953 -0.223 1.208
H 3.721 -0.261 2.264
H 1.953 -1.086 -1.542
H 4.168 -0.996 -2.602
H 0.805 -0.909 4.784
H -1.485 -0.916 5.777
H -3.441 -0.397 4.299
H -3.000 0.229 1.936
O 0.053 -0.252 -2.717
N 0.493 0.790 -3.354
C 0.475 0.770 -4.706
C 0.966 1.802 -5.463
C 1.512 2.908 -4.814
C 1.499 2.939 -3.439
C 0.966 1.885 -2.684
S 0.908 1.957 -0.976
H 0.057 -0.131 -5.129
H 0.924 1.732 -6.540
H 1.924 3.730 -5.383
H 1.903 3.775 -2.887
O -3.880 5.992 2.832
C -4.347 5.700 1.588
O -5.173 6.420 1.093
C -3.810 4.476 0.958
C -2.583 3.907 1.310
C -2.140 2.747 0.711
C -2.928 2.090 -0.248
S -2.481 0.573 -0.961
C -4.149 2.680 -0.617
C -4.569 3.857 -0.039
H -3.275 5.303 3.126
H -1.933 4.396 2.030
H -1.181 2.326 0.977
H -4.751 2.185 -1.368
H -5.506 4.317 -0.324
C -0.466 -2.340 -0.110
C -1.418 -2.694 -1.169
C -0.994 -3.030 -2.463
C -1.905 -3.242 -3.481
C -3.269 -3.160 -3.239
C -3.710 -2.904 -1.948
C -2.802 -2.693 -0.928
H 0.517 -2.790 -0.234
H -0.863 -2.510 0.891
H 0.069 -3.086 -2.664
H -1.549 -3.468 -4.480
H -3.981 -3.295 -4.044
H -4.772 -2.849 -1.739
H -3.150 -2.482 0.077
*
```